Record 1
# C3H12N2O2

A 2-piece molecular cluster, C3H12N2O2 overall in a non-equilibrium geometry (the ωB97M-V functional and the def2-TZVPD basis, OMol25).

Summary:
Energy above the lowest of the compared OMol25 structures with the same formula, charge and spin ... 1.3603 eV
Energy ... -381.46492 hartree
Strongest force on any atom ... 1.35 eV Å⁻¹
HOMO level ... -9.0 eV
Gap between HOMO and LUMO ... 0.36156 Eh
SMILES ... NCCNCO.O

```
! wB97M-V def2-TZVPD RIJCOSX def2/J DEFGRID3
* xyz 0 1
O -1.82 1.36 -2.82
O 1.20 -0.45 -1.03
N 1.07 1.32 1.42
N -0.83 -0.63 0.14
C -0.48 -0.60 1.58
C 0.10 -1.28 -0.69
C 0.85 0.02 2.05
H -0.33 -1.65 -1.62
H -1.05 0.32 -0.13
H 1.75 -0.90 -1.68
H 0.90 1.21 0.43
H -2.50 2.04 -2.73
H -2.13 0.67 -2.22
H 1.67 -0.70 1.93
H 2.02 1.65 1.52
H 0.65 0.16 3.12
H 0.50 -2.14 -0.14
H -0.49 -1.64 1.93
H -1.31 -0.08 2.06
*
```

---

Record 2
# C3H12N2O2

A 3-piece molecular cluster, C3H12N2O2 overall in a non-equilibrium geometry (the ωB97M-V functional and the def2-TZVPD basis, OMol25).

Summary:
Energy above the lowest of the compared OMol25 structures with the same formula, charge and spin ... 1.5413 eV
Energy ... -381.15606 hartree
Strongest force on any atom ... 3.42 eV Å⁻¹
HOMO level (spin up / spin down) ... -14.5 / -14.9 eV
Gap between HOMO and LUMO (spin up / spin down) ... 0.36877 / 0.27559 Eh

```
! wB97M-V def2-TZVPD RIJCOSX def2/J DEFGRID3
* xyz 1 2
O -1.90 -2.12 -0.29
O 1.76 -0.37 -3.64
N 0.99 -0.72 1.06
N 0.46 1.07 -1.33
C 0.18 0.40 1.09
C -0.70 0.65 2.25
C 0.18 1.25 0.01
H -1.29 -1.45 0.07
H -0.43 1.10 -1.90
H 1.38 0.22 -2.98
H 1.36 -0.99 1.96
H -0.19 0.59 3.25
H -1.47 -0.17 2.41
H -0.09 2.26 0.32
H 1.68 -0.62 0.33
H -2.70 -1.82 0.16
H 1.08 -1.06 -3.63
H 0.68 0.07 -1.37
H -0.98 1.72 2.21
*
```

---

Record 3
# C3H12N2O2

A 2-piece molecular cluster, C3H12N2O2 overall in a non-equilibrium geometry (the ωB97M-V functional and the def2-TZVPD basis, OMol25).

Summary:
Energy above the lowest of the compared OMol25 structures with the same formula, charge and spin ... 4.4128 eV
Energy ... -381.05054 hartree
Strongest force on any atom ... 5.78 eV Å⁻¹
HOMO level (spin up / spin down) ... -13.9 / -13.8 eV
Gap between HOMO and LUMO (spin up / spin down) ... 0.38859 / 0.23271 Eh

```
! wB97M-V def2-TZVPD RIJCOSX def2/J DEFGRID3
* xyz 1 2
O 0.86 1.53 -2.26
O 0.45 1.80 0.30
N 0.04 -0.01 -0.85
N -2.01 -1.38 0.94
C 1.13 0.42 -1.61
C 0.32 -0.78 0.28
C -0.88 -0.65 1.36
H -0.79 0.16 -1.47
H -1.82 -2.38 0.93
H 0.80 2.29 1.04
H 1.59 -0.35 -2.28
H 1.92 0.66 -0.87
H -2.58 -1.18 0.12
H 0.43 -1.85 0.00
H 0.41 0.91 1.02
H -1.19 0.41 1.65
H 1.34 -0.47 0.66
H -0.60 -1.10 2.32
H 0.56 1.97 -1.28
*
```

---

Record 4
# C3H12N2OS

A 2-piece molecular cluster, C3H12N2OS overall in a non-equilibrium geometry (the ωB97M-V functional and the def2-TZVPD basis, OMol25).

Summary:
Energy above the lowest of the compared OMol25 structures with the same formula, charge and spin ... 0.6398 eV
Energy ... -704.41473 hartree
Strongest force on any atom ... 1.36 eV Å⁻¹
HOMO level ... -9.0 eV
Gap between HOMO and LUMO ... 0.36315 Eh
SMILES ... NC[C@H](N)CS.O

```
! wB97M-V def2-TZVPD RIJCOSX def2/J DEFGRID3
* xyz 0 1
S 1.05 -2.70 2.15
O -3.99 1.81 -3.12
N 2.24 0.19 0.45
N -0.09 1.98 0.24
C 0.67 -1.78 0.63
C 0.88 -0.26 0.83
C -0.18 0.53 0.10
H -4.12 0.88 -3.32
H 2.76 0.44 1.29
H -1.11 0.18 0.56
H -0.20 0.35 -0.98
H -0.30 -1.94 0.17
H 1.38 -3.84 1.54
H -4.70 2.38 -3.40
H 2.78 -0.54 -0.01
H 0.77 -0.09 1.91
H -0.04 2.26 1.22
H 0.79 2.27 -0.17
H 1.42 -2.11 -0.10
*
```

---

Record 5
# C3H12N2S

A 2-piece molecular cluster, C3H12N2S overall in a non-equilibrium geometry (the ωB97M-V functional and the def2-TZVPD basis, OMol25).

Summary:
Energy above the lowest of the compared OMol25 structures with the same formula, charge and spin ... 0.3612 eV
Energy ... -629.16623 hartree
Strongest force on any atom ... 1.08 eV Å⁻¹
HOMO level ... -8.5 eV
Gap between HOMO and LUMO ... 0.33764 Eh
SMILES ... CSC.NCN

```
! wB97M-V def2-TZVPD RIJCOSX def2/J DEFGRID3
* xyz 0 1
S 3.40 1.18 -0.39
N -3.13 0.33 0.58
N -2.05 -1.34 -0.96
C 3.40 -0.56 0.07
C 1.72 1.68 0.05
C -2.68 -1.03 0.32
H 1.81 2.44 0.82
H -2.41 0.94 0.95
H 1.35 2.20 -0.83
H 2.86 -0.67 1.01
H -1.18 -0.81 -1.03
H -3.48 0.77 -0.27
H -1.94 -1.27 1.06
H -3.50 -1.74 0.45
H 1.03 0.91 0.42
H 3.02 -1.13 -0.76
H -2.66 -1.06 -1.72
H 4.45 -0.85 0.23
*
```

---

Record 6
# C3H12N2S

A 2-piece molecular cluster, C3H12N2S overall in a non-equilibrium geometry (the ωB97M-V functional and the def2-TZVPD basis, OMol25).

Summary:
Energy above the lowest of the compared OMol25 structures with the same formula, charge and spin ... 0.5762 eV
Energy ... -629.15833 hartree
Strongest force on any atom ... 2.42 eV Å⁻¹
HOMO level ... -8.6 eV
Gap between HOMO and LUMO ... 0.35633 Eh
SMILES ... CSC.NCN

```
! wB97M-V def2-TZVPD RIJCOSX def2/J DEFGRID3
* xyz 0 1
S -4.71 1.31 -1.03
N 5.88 0.32 1.16
N 5.79 -1.78 2.46
C -6.50 1.58 -0.77
C 5.93 -1.10 1.13
C -4.97 0.14 -2.43
H -6.88 2.36 -1.43
H 5.16 -1.42 0.41
H -4.11 -0.48 -2.64
H 5.06 -1.24 2.92
H 5.32 -2.66 2.29
H -7.06 0.67 -0.64
H -5.85 -0.46 -2.20
H -6.45 2.11 0.19
H 6.72 0.80 1.49
H 6.84 -1.52 0.70
H 5.08 0.64 1.71
H -5.23 0.74 -3.30
*
```

---

Record 7
# C3H12N3

A 2-piece molecular cluster, C3H12N3 overall in a non-equilibrium geometry (the ωB97M-V functional and the def2-TZVPD basis, OMol25).

Summary:
Energy above the lowest of the compared OMol25 structures with the same formula, charge and spin ... 1.1490 eV
Energy ... -285.52318 hartree
Strongest force on any atom ... 1.70 eV Å⁻¹
HOMO level ... -15.4 eV
Gap between HOMO and LUMO ... 0.41024 Eh

```
! wB97M-V def2-TZVPD RIJCOSX def2/J DEFGRID3
* xyz 1 1
N -0.41 -1.47 1.45
N -0.66 -0.07 -0.45
N -2.32 -0.18 1.14
C -1.17 -0.59 0.68
C 2.37 0.43 -0.92
C 1.66 1.62 -1.62
H 0.08 -0.57 -0.91
H 1.92 0.24 0.06
H 0.11 -2.16 0.90
H -2.52 -0.41 2.10
H 3.43 0.61 -0.80
H 0.77 1.32 -2.18
H 2.35 1.94 -2.41
H -0.58 0.92 -0.59
H 0.28 -0.98 2.01
H 2.15 -0.45 -1.53
H 1.43 2.41 -0.92
H -2.89 0.42 0.57
*
```

---

Record 8
# C3H12N3O

A 2-piece molecular cluster, C3H12N3O overall in a non-equilibrium geometry (the ωB97M-V functional and the def2-TZVPD basis, OMol25).

Summary:
Energy above the lowest of the compared OMol25 structures with the same formula, charge and spin ... 4.1294 eV
Energy ... -360.68298 hartree
Strongest force on any atom ... 4.84 eV Å⁻¹
HOMO level ... -12.8 eV
Gap between HOMO and LUMO ... 0.32815 Eh

```
! wB97M-V def2-TZVPD RIJCOSX def2/J DEFGRID3
* xyz 1 1
O 2.10 1.80 0.06
N -2.65 1.06 -0.18
N 2.35 -0.47 -0.76
N -2.34 -0.34 0.01
C 1.36 -0.48 0.06
C 0.36 -1.64 0.07
C 1.15 0.86 0.69
H -2.52 1.15 -1.15
H -2.76 -0.65 0.92
H 2.87 0.43 -0.82
H -2.74 -0.93 -0.64
H -0.73 -1.14 0.23
H -3.56 1.22 -0.04
H 2.71 -1.26 -1.26
H 0.47 -2.24 0.89
H 0.12 1.30 0.35
H 2.13 2.68 0.54
H 0.44 -2.22 -0.77
H 1.24 0.88 1.81
*
```

---

Record 9
# C3H12N3S

A 2-piece molecular cluster, C3H12N3S overall in a non-equilibrium geometry (the ωB97M-V functional and the def2-TZVPD basis, OMol25).

Summary:
Energy above the lowest of the compared OMol25 structures with the same formula, charge and spin ... 3.4584 eV
Energy ... -683.63960 hartree
Strongest force on any atom ... 6.06 eV Å⁻¹
HOMO level ... -12.8 eV
Gap between HOMO and LUMO ... 0.33990 Eh

```
! wB97M-V def2-TZVPD RIJCOSX def2/J DEFGRID3
* xyz 1 1
S 0.24 -0.43 4.06
N 0.66 0.63 -2.62
N 1.89 -0.60 -0.60
N 0.64 -0.22 -0.34
C -1.23 1.14 -1.10
C -0.01 0.45 -1.29
C -0.15 -0.51 0.77
H -1.18 -0.94 0.50
H 2.55 0.11 -0.97
H -0.03 0.78 -3.30
H 0.73 -1.39 3.33
H -2.03 0.44 -1.09
H 2.34 -1.35 -0.02
H -0.35 0.45 1.43
H -1.43 1.92 -1.77
H 0.27 -1.25 1.44
H -0.41 -1.17 4.92
H -1.37 1.55 -0.04
H 1.33 -0.08 -2.81
*
```

---

Record 10
# C3H12N4O

C3H12N4O as an isolated structure in a non-equilibrium geometry (the ωB97M-V functional and the def2-TZVPD basis, OMol25).

Summary:
Energy above the lowest of the compared OMol25 structures with the same formula, charge and spin ... 4.8843 eV
Energy ... -415.61740 hartree
Strongest force on any atom ... 3.43 eV Å⁻¹
HOMO level ... -8.1 eV
Gap between HOMO and LUMO ... 0.32926 Eh

```
! wB97M-V def2-TZVPD RIJCOSX def2/J DEFGRID3
* xyz 0 1
O 0.51 0.04 1.70
N -0.93 0.28 -0.46
N 0.88 -1.31 -0.26
N -1.03 1.42 -1.30
N 0.63 -2.47 0.52
C 0.75 0.11 0.49
C -2.13 0.19 0.38
C 1.83 1.02 -0.06
H 2.79 0.70 0.36
H 1.74 -1.43 -0.79
H -0.30 1.38 -2.00
H 0.63 -2.14 1.50
H -0.46 -0.85 -0.58
H -0.89 2.27 -0.75
H -3.00 0.12 -0.27
H 1.92 0.99 -1.15
H -2.20 1.04 1.06
H 1.65 2.05 0.27
H -2.05 -0.70 1.00
H -0.35 -2.71 0.34
*
```

---

Record 11
# C3H12N4O

A 2-piece molecular cluster, C3H12N4O overall in a non-equilibrium geometry (the ωB97M-V functional and the def2-TZVPD basis, OMol25).

Summary:
Energy above the lowest of the compared OMol25 structures with the same formula, charge and spin ... 5.2392 eV
Energy ... -415.60435 hartree
Strongest force on any atom ... 3.88 eV Å⁻¹
HOMO level ... -8.4 eV
Gap between HOMO and LUMO ... 0.30912 Eh
SMILES ... CN(N)N=O.CNC

```
! wB97M-V def2-TZVPD RIJCOSX def2/J DEFGRID3
* xyz 0 1
O -0.92 -2.08 1.05
N -0.99 -1.58 -0.08
N 1.87 0.25 0.15
N -1.82 -0.56 -0.10
N -1.63 0.21 -1.30
C -3.23 -0.93 0.04
C 1.85 1.64 -0.26
C 3.08 -0.08 0.89
H -3.57 -1.59 -0.78
H 3.96 0.02 0.25
H 1.05 0.05 0.72
H 0.90 1.85 -0.77
H 2.65 1.85 -0.98
H 3.20 0.55 1.77
H -1.85 -0.34 -2.13
H 3.03 -1.12 1.23
H -3.87 -0.04 0.04
H -3.42 -1.45 0.99
H 1.93 2.32 0.59
H -2.22 1.04 -1.30
*
```

---

Record 12
# C3H12N6

A 2-piece molecular cluster, C3H12N6 overall in a non-equilibrium geometry (the ωB97M-V functional and the def2-TZVPD basis, OMol25).

Summary:
Energy above the lowest of the compared OMol25 structures with the same formula, charge and spin ... 2.2913 eV
Energy ... -449.32574 hartree
Strongest force on any atom ... 3.36 eV Å⁻¹
HOMO level (spin up / spin down) ... -14.1 / -14.1 eV
Gap between HOMO and LUMO (spin up / spin down) ... 0.30002 / 0.30005 Eh

```
! wB97M-V def2-TZVPD RIJCOSX def2/J DEFGRID3
* xyz 2 1
N 1.00 1.24 3.25
N 2.15 -3.85 2.79
N -3.30 4.67 -7.88
N 0.04 0.45 3.62
N 0.35 -0.73 3.97
N 2.20 0.93 3.22
C 2.07 -3.56 4.16
C 0.31 -1.83 4.35
C 0.61 -3.15 4.70
H -3.10 3.77 -8.34
H -3.36 4.53 -6.86
H -2.54 5.33 -8.09
H -4.19 5.05 -8.22
H -0.13 -3.85 4.30
H 1.64 -4.65 2.46
H 0.62 -3.25 5.79
H 2.35 -4.44 4.73
H 0.61 2.16 2.99
H 2.09 -3.07 2.15
H 2.75 -2.74 4.41
H 2.84 1.67 2.93
*
```

---

Record 13
# C3H12N6O3Sn

C3H12N6O3Sn as an isolated structure in a non-equilibrium geometry (the ωB97M-V functional and the def2-TZVPD basis, OMol25).

Summary:
Energy above the lowest of the compared OMol25 structures with the same formula, charge and spin ... 2.2239 eV
Energy ... -889.56975 hartree
Strongest force on any atom ... 2.71 eV Å⁻¹
HOMO level ... -16.1 eV
Gap between HOMO and LUMO ... 0.23752 Eh

```
! wB97M-V def2-TZVPD RIJCOSX def2/J DEFGRID3
* xyz 2 1
Sn -0.40 -0.90 -2.42
O 2.19 0.34 -2.35
O -2.89 0.33 -1.63
O 0.26 -0.48 0.32
N -0.93 -1.39 2.08
N -3.66 -0.72 0.26
N -4.15 1.46 -0.13
N 4.41 0.10 -1.75
N 1.28 -1.04 2.29
N 3.26 1.98 -1.22
C 3.24 0.79 -1.87
C 0.19 -0.92 1.49
C -3.53 0.36 -0.54
H 2.34 2.35 -1.03
H -0.80 -1.91 2.93
H 4.06 2.22 -0.67
H 2.17 -0.89 1.85
H -1.67 -1.66 1.45
H -4.27 2.35 -0.57
H -4.53 1.33 0.79
H 4.50 -0.80 -2.20
H -3.26 -1.60 -0.03
H 1.22 -1.13 3.29
H 5.27 0.48 -1.40
H -4.27 -0.65 1.05
*
```